A 13-piece molecular cluster, C47H128N8O13 overall at a distorted geometry. Source: the Open Molecules 2025 dataset; level of theory: the ωB97M-V functional and the def2-TZVPD basis.

Computed properties:
M	1013.584	g mol⁻¹
HOMO-LUMO gap	0.3388	Eh
E	-89347.5203	eV
energy above the lowest of the compared OMol25 structures with the same formula, charge and spin	171.29	kJ/mol
largest force on an atom	4.5	eV/A

Geometry (Å):
C -1.01512 -0.33341 7.09062
C -0.58767 0.51174 5.92638
C 0.92220 0.50769 5.61745
O -1.38948 0.07556 4.75283
H -2.10777 -0.18083 7.24473
H -0.52713 -0.09124 8.04160
H -0.95613 -1.45937 6.95546
H -0.86414 1.52328 6.04196
H 1.50569 0.91877 6.34562
H 1.03358 0.96423 4.62426
H 1.24723 -0.53910 5.44707
H -1.17816 -0.87980 4.58411
C 3.78862 2.52714 3.08954
C 3.67156 2.93367 1.64807
C 4.20398 4.25553 1.22987
O 4.30986 1.84432 0.94482
H 4.80327 2.34564 3.48654
H 3.19619 1.61816 3.28409
H 3.28824 3.26145 3.72655
H 2.59956 2.91934 1.50825
H 5.28469 4.38741 1.22958
H 3.77035 5.10896 1.72096
H 3.80611 4.28833 0.18218
H 4.34490 2.04840 -0.02205
C 1.41351 -0.20206 -2.50037
C 0.54694 -1.43087 -2.88141
C 0.19910 -1.60157 -4.29589
O 1.14751 -2.67903 -2.39891
H 2.36511 -0.36421 -3.09244
H 1.64620 -0.16601 -1.43464
H 1.04499 0.76155 -2.75823
H -0.35184 -1.47698 -2.16892
H -0.22068 -0.66692 -4.73555
H -0.54581 -2.43544 -4.42757
H 1.09091 -1.79358 -4.89466
H 2.12755 -2.72281 -2.50803
C -3.99422 2.81451 3.93220
C -4.11148 1.45131 3.19219
C -4.97932 1.53352 2.00035
O -2.88832 0.93267 2.75945
H -3.19653 2.80417 4.64617
H -4.95081 2.93161 4.48740
H -3.77659 3.66058 3.25977
H -4.50067 0.70807 3.96884
H -4.44263 2.05992 1.24476
H -5.94510 1.97897 2.22419
H -5.19204 0.54910 1.62958
H -2.35329 0.68193 3.54958
C -0.64101 2.72698 0.98478
C -0.44155 1.49056 0.17593
C 0.60529 0.58722 0.83302
O -1.68397 0.75575 0.02757
H -1.33426 3.47817 0.53400
H 0.28726 3.21530 1.21900
H -1.05897 2.46714 1.95903
H -0.14757 1.78341 -0.81956
H 0.52572 0.28350 1.84867
H 1.57935 1.08291 0.77674
H 0.74705 -0.25643 0.16456
H -2.13799 0.78703 0.86254
C -2.88727 -2.42732 2.10659
C -2.93989 -2.62487 3.60530
C -3.65435 -3.93838 4.03749
O -3.57546 -4.14748 5.39795
C -4.24467 -5.36763 5.76679
N -1.56023 -2.54134 4.10100
H -3.86251 -2.20908 1.69430
H -2.45449 -3.35916 1.70463
H -2.33827 -1.54941 1.92233
H -3.54704 -1.81019 4.08580
H -3.28002 -4.75771 3.41979
H -4.70127 -3.79122 3.75104
H -3.90486 -5.49385 6.79111
H -3.94027 -6.24413 5.10726
H -5.31493 -5.20307 5.75019
H -1.48495 -2.91558 5.07033
H -0.91023 -3.09450 3.54139
C 5.30005 -2.22796 -4.46773
C 5.11540 -3.58815 -3.83844
C 5.17087 -3.57237 -2.31974
O 4.13798 -2.76350 -1.77414
C 4.27861 -2.44665 -0.34855
N 3.86764 -4.17425 -4.32141
H 6.05771 -1.55100 -4.10193
H 4.40621 -1.64174 -4.16570
H 5.25071 -2.16106 -5.59104
H 5.93531 -4.23273 -4.14360
H 6.17322 -3.26862 -1.97290
H 5.13831 -4.61359 -1.90815
H 4.93205 -1.58690 -0.15698
H 4.56978 -3.42062 0.08866
H 3.28815 -2.21211 -0.01894
H 3.14623 -3.54696 -4.55873
H 3.53121 -4.79853 -3.59575
C 1.97063 -6.57906 0.31879
C 2.89179 -6.04640 -0.75102
C 4.01803 -7.12017 -0.90663
O 4.78707 -7.05022 0.26196
C 5.73593 -8.09984 0.30933
N 2.25868 -5.86902 -2.01529
H 1.41676 -7.41895 0.00921
H 1.19242 -5.78041 0.39979
H 2.48278 -6.87969 1.28414
H 3.41079 -5.14517 -0.45911
H 4.59209 -6.85368 -1.80126
H 3.57270 -8.13797 -0.99814
H 5.12111 -8.99640 0.34426
H 6.33730 -7.96488 1.19316
H 6.32073 -7.99051 -0.64069
H 1.82199 -6.74719 -2.26490
H 1.54812 -5.08924 -1.97397
C -2.82155 4.25892 -4.67414
C -2.77019 4.32198 -3.17261
C -4.08653 3.96671 -2.51983
O -5.09630 4.88776 -2.89510
C -6.32875 4.56569 -2.23233
N -1.73783 3.53803 -2.43227
H -2.96742 3.27526 -5.05671
H -1.87643 4.65646 -5.04300
H -3.56870 4.93161 -5.09656
H -2.68717 5.43050 -2.88564
H -3.96450 3.98082 -1.43247
H -4.38986 2.95604 -2.78955
H -7.02388 5.25040 -2.73091
H -6.24396 4.73536 -1.14829
H -6.67584 3.55739 -2.39059
H -0.77187 3.87509 -2.58538
H -1.79998 2.56570 -2.74370
C 1.95130 -4.41452 4.97694
C 2.23132 -4.57176 3.50571
C 2.45145 -3.22547 2.84521
O 3.46558 -2.53500 3.46065
C 3.50290 -1.20976 3.06098
N 3.31510 -5.51815 3.48330
H 1.46185 -5.25040 5.45585
H 1.35315 -3.52233 5.13239
H 2.97017 -4.21518 5.46245
H 1.40840 -4.96842 2.90144
H 1.43886 -2.70674 2.76713
H 2.62782 -3.42535 1.76012
H 4.23243 -0.63005 3.61610
H 2.55792 -0.72724 3.21894
H 3.75078 -1.16840 1.95537
H 4.13076 -5.12705 3.94782
H 3.68414 -5.71078 2.55179
C 0.34626 6.40520 0.33515
C -0.86280 6.36725 -0.59993
C -2.16345 6.61151 0.11257
O -2.10193 7.84905 0.73059
C -3.38459 8.27864 1.10913
N -0.59081 7.37875 -1.65687
H 1.22440 6.28295 -0.23185
H 0.22914 5.66117 1.07577
H 0.35938 7.38058 0.80315
H -0.98223 5.42639 -1.11442
H -2.26014 5.81690 0.88025
H -3.03331 6.54972 -0.56944
H -3.81789 7.55568 1.80309
H -4.02674 8.24422 0.24030
H -3.33212 9.27153 1.54554
H -0.39724 8.30143 -1.22569
H -1.29250 7.50903 -2.36661
C -4.90776 0.09744 -3.23690
C -3.75724 0.01751 -2.21530
C -3.55746 -1.42059 -1.73528
O -2.99218 -2.28058 -2.69999
C -2.97555 -3.64779 -2.27581
N -2.52295 0.43970 -2.80848
H -4.77651 -0.52231 -4.17148
H -5.19034 1.07033 -3.61313
H -5.77892 -0.34897 -2.74681
H -4.07515 0.67824 -1.41411
H -4.53148 -1.84758 -1.50994
H -2.88287 -1.32887 -0.87748
H -2.63561 -3.72611 -1.25100
H -2.34250 -4.20797 -2.96633
H -4.02033 -4.07633 -2.31433
H -1.74275 0.28768 -2.20594
H -2.31588 -0.09148 -3.65687
C 1.16941 1.62229 -6.07182
C 0.55961 3.00920 -5.76649
C 1.26240 3.74784 -4.58685
O 1.23062 3.04056 -3.36299
C 1.83411 3.76859 -2.30929
N 0.61085 3.80933 -7.00823
H 0.53950 1.02145 -6.77940
H 1.05498 1.09881 -5.15356
H 2.17595 1.76893 -6.29953
H -0.41825 2.85610 -5.32085
H 0.76648 4.79792 -4.48039
H 2.31624 3.86469 -4.89863
H 1.87665 3.11406 -1.39112
H 1.15839 4.64617 -2.05231
H 2.80860 4.15666 -2.65361
H 1.55847 3.93109 -7.37450
H 0.10496 4.70155 -6.96748

Mulliken population analysis, charges in e, atoms 1 to 99:
1. C -1.372
2. C 0.621
3. C -1.024
4. O -0.736
5. H 0.323
6. H 0.434
7. H 0.164
8. H 0.468
9. H 0.624
10. H 0.004
11. H 0.036
12. H -0.087
13. C -1.082
14. C 1.973
15. C -1.319
16. O -0.544
17. H 0.391
18. H -0.183
19. H 0.388
20. H -0.816
21. H 0.328
22. H 0.336
23. H 0.188
24. H 0.345
25. C 0.567
26. C 2.053
27. C -1.372
28. O -0.074
29. H -0.068
30. H -0.556
31. H -0.398
32. H -0.771
33. H 0.150
34. H 0.141
35. H 0.342
36. H -0.210
37. C -1.404
38. C 0.872
39. C -1.395
40. O 0.675
41. H 0.307
42. H 0.439
43. H 0.200
44. H 0.187
45. H 0.079
46. H 0.507
47. H 0.342
48. H -0.151
49. C -0.317
50. C 3.386
51. C -2.242
52. O 1.436
53. H -0.289
54. H -0.135
55. H -0.042
56. H -1.824
57. H 0.270
58. H 0.267
59. H 0.552
60. H -0.891
61. C -1.694
62. C 1.164
63. C -1.177
64. O -0.257
65. C -0.773
66. N -0.359
67. H 0.518
68. H 0.443
69. H 0.053
70. H 0.024
71. H 0.442
72. H 0.431
73. H 0.237
74. H 0.293
75. H 0.319
76. H 0.303
77. H -0.161
78. C -1.021
79. C 0.170
80. C -0.575
81. O 0.138
82. C -0.782
83. N -0.662
84. H 0.382
85. H -0.039
86. H 0.313
87. H 0.331
88. H 0.497
89. H 0.067
90. H 0.355
91. H 0.529
92. H -0.092
93. H 0.317
94. H 0.238
95. C -1.558
96. C 2.319
97. C -1.149
98. O -0.239
99. C -0.874